1.
Below is a 8-piece molecular cluster, C22H24F7NO23 overall in a non-equilibrium geometry, with properties calculated with ωB97M-V with the def2-TZVPD basis set.

```
77
Properties=species:S:1:pos:R:3:mulliken_charge:R:1
C -0.9899 -3.0628 2.9409 -0.303
C -1.3784 -3.7833 4.1967 0.277
O -0.9755 -5.1059 3.9488 -0.315
C -1.0520 -5.2455 2.6278 0.632
O -0.9341 -6.3513 2.0649 -0.607
O -1.1450 -4.0824 2.0286 -0.217
F -2.6906 -3.8067 4.4131 -0.296
H 0.0531 -2.7465 2.9220 0.172
H -1.5417 -2.2036 2.5594 0.279
H -0.8541 -3.2748 5.0058 0.351
C 2.7278 2.4947 1.1325 -0.330
C 2.4912 3.7164 1.9087 0.216
O 1.1560 3.9642 1.4642 -0.321
C 1.0473 3.4772 0.1789 0.542
O 0.1333 3.6094 -0.6662 -0.497
O 2.0167 2.7150 -0.0240 -0.055
F 3.3275 4.6534 1.4596 -0.292
H 2.2669 1.6724 1.6798 0.083
H 3.7732 2.2127 1.0073 0.377
H 2.6584 3.7042 2.9858 0.371
C -0.1484 -5.6928 -1.0417 -0.407
C 0.5465 -4.3559 -1.0072 0.774
O -0.4141 -3.5914 -1.6597 -0.181
C -1.1516 -4.3562 -2.4967 0.484
O -1.9493 -3.9224 -3.3189 -0.571
O -0.8226 -5.6653 -2.2968 -0.346
F 1.7021 -4.5267 -1.7073 -0.358
H -0.7677 -5.9148 -0.1726 0.210
H 0.6660 -6.4158 -0.9944 0.377
H 0.8356 -4.0377 -0.0056 -0.029
C 4.0156 -2.4893 0.4493 0.001
C 4.2318 -1.0214 0.6146 0.453
O 4.0842 -0.5251 -0.6490 -0.223
C 4.3184 -1.4997 -1.5539 0.688
O 4.3615 -1.3668 -2.7662 -0.559
O 4.4646 -2.5918 -0.8813 -0.372
F 5.4580 -0.8080 1.0959 -0.378
H 2.9645 -2.7481 0.5771 -0.260
H 4.6014 -3.0664 1.1647 0.417
H 3.4449 -0.7098 1.3016 0.236
C 0.6963 2.6584 -3.9398 -0.049
C 2.0593 2.6144 -3.4508 0.749
O 2.7978 2.7553 -4.6199 -0.361
C 2.0083 2.6902 -5.7207 0.545
O 2.3325 2.5950 -6.9054 -0.583
O 0.7394 2.5885 -5.3590 -0.349
F 2.2089 1.3694 -2.9789 -0.281
H 0.2185 3.6111 -3.7115 0.236
H 0.0747 1.9494 -3.3929 -0.080
H 2.5306 3.3389 -2.7866 0.188
C -1.7144 2.1709 4.0221 -0.416
C -1.9486 2.1640 2.5288 0.330
O -3.2382 1.7608 2.3919 -0.292
C -3.6977 1.1975 3.4959 0.603
O -4.8249 0.7764 3.7116 -0.567
O -2.7575 1.2938 4.4241 -0.359
F -1.1479 1.2809 2.0173 -0.296
H -1.6686 3.1465 4.5060 0.286
H -0.8150 1.6218 4.3010 0.258
H -1.7676 3.0645 1.9419 0.416
C -4.1106 2.3998 -0.7363 -0.367
C -5.1092 3.1492 -1.6603 0.231
O -4.2780 3.5063 -2.7215 -0.333
C -3.0541 3.2713 -2.4927 0.496
O -2.2330 3.3995 -3.3662 -0.507
O -2.8897 2.8073 -1.2455 -0.081
F -5.4811 4.2910 -1.0021 -0.296
H -4.1635 1.3122 -0.6875 0.301
H -4.3227 2.7925 0.2582 0.236
H -6.0030 2.5997 -1.9558 0.349
C -0.4669 0.3300 -0.7528 -0.396
N 0.2159 -0.8415 -0.1561 1.002
O 1.1643 -1.3816 -0.7824 -0.546
O -0.0935 -1.2483 0.9442 -0.336
H -1.3061 0.7064 -0.1679 -0.075
H -0.8111 -0.0717 -1.7058 0.488
H 0.3244 1.0794 -0.7310 -0.166
```

## Properties
Charge: 0
E_HOMO in eV: -10.542
Structure (SMILES): O=C1OC[C@@H](F)O1.O=C1OC[C@@H](F)O1.O=C1OC[C@@H](F)O1.O=C1OC[C@@H](F)O1.O=C1OC[C@@H](F)O1.O=C1OC[C@@H](F)O1.O=C1OC[C@@H](F)O1.C[N+](=O)[O-]
Energy relative to the best compared isomer or geometry (same formula, charge and spin) in kJ/mol: 299.3

=====

2.
Below is one molecule with the formula C22H24FN3O2, with properties calculated with ωB97M-V with the def2-TZVPD basis set.

```
52
Properties=species:S:1:pos:R:3:nbo_charge:R:1
C 1.8076 3.1296 4.0406 -0.711
C 2.0502 1.7280 3.5282 0.691
O 3.0981 1.1450 3.7034 -0.602
N 0.9978 1.1680 2.8587 -0.449
C 0.9950 -0.0882 2.2591 0.254
C 2.0112 -1.0296 2.1999 -0.273
C 1.7597 -2.2125 1.5284 -0.141
C 0.5401 -2.4564 0.8954 -0.193
C -0.4814 -1.5030 0.9771 -0.140
C -0.2486 -0.3422 1.6701 -0.070
C -1.1840 0.7964 1.9455 -0.432
H -1.9911 0.4729 2.6066 0.217
H -1.6325 1.1858 1.0323 0.242
C -0.2805 1.8357 2.6271 -0.204
H -0.1325 2.7040 1.9765 0.202
H -0.7027 2.1807 3.5739 0.202
H -1.4436 -1.6797 0.5266 0.216
C 0.3879 -3.7100 0.1319 0.572
O 0.9901 -4.7257 0.3997 -0.535
C -0.5484 -3.6369 -1.0707 -0.317
N -0.4115 -2.3621 -1.7344 -0.440
C 0.9026 -2.1217 -2.2963 -0.242
C 1.0894 -0.5997 -2.3887 -0.204
N -0.1773 0.0299 -2.7185 -0.419
C -0.6665 1.0807 -1.9872 0.120
C 0.1795 2.0844 -1.4846 0.346
C -0.2851 3.1863 -0.8007 -0.268
C -1.6452 3.3511 -0.5958 -0.255
C -2.5122 2.3908 -1.0883 -0.226
C -2.0358 1.2812 -1.7601 -0.221
H -2.7443 0.5477 -2.1083 0.205
H -3.5764 2.5000 -0.9400 0.216
H -2.0176 4.2161 -0.0704 0.218
H 0.4299 3.9206 -0.4618 0.230
F 1.5204 2.0209 -1.7011 -0.331
C -1.0348 -0.8251 -3.4983 -0.223
C -1.4477 -2.0805 -2.7072 -0.223
H -1.6078 -2.9195 -3.4086 0.171
H -2.3825 -1.9116 -2.1628 0.190
H -1.9068 -0.2715 -3.8448 0.220
H -0.4638 -1.1238 -4.3843 0.200
H 1.4284 -0.2390 -1.4180 0.222
H 1.8482 -0.3516 -3.1411 0.193
H 1.0225 -2.6019 -3.2823 0.168
H 1.6623 -2.5354 -1.6326 0.222
H -1.5773 -3.7354 -0.7085 0.219
H -0.3404 -4.4989 -1.7286 0.197
H 2.5270 -2.9697 1.4660 0.230
H 2.9636 -0.8412 2.6650 0.259
H 1.5417 3.7986 3.2254 0.225
H 2.7205 3.4825 4.5121 0.245
H 1.0044 3.1360 4.7745 0.227
```

## Properties
Charge: 0
E_HOMO in eV: -7.945
Structure (SMILES): CC(=O)N1CCc2cc(C(=O)CN3CCN(c4ccccc4F)CC3)ccc21
Energy relative to the best compared isomer or geometry (same formula, charge and spin) in kJ/mol: 124.3

=====

3.
Below is C22H24FN3O3 as an isolated structure, with properties calculated with ωB97M-V with the def2-TZVPD basis set.

```
53
Properties=species:S:1:pos:R:3:nbo_charge:R:1
O 1.8172 2.5559 1.3245 -0.648
C 1.9379 3.1453 0.2597 0.648
C 3.1661 3.1266 -0.5628 -0.349
C 4.2349 2.3848 -0.2746 0.150
C 5.4898 2.3557 -1.1162 -0.454
C 6.5604 1.8009 -0.1730 -0.395
C 5.7789 0.7819 0.6585 -0.400
C 4.4321 1.4718 0.9127 -0.466
N 0.9259 3.9084 -0.2573 -0.604
C -0.3937 3.8747 0.3355 -0.246
C -1.2257 2.7630 -0.2303 0.265
C -2.6102 2.3410 0.3018 -0.420
C -2.3113 1.1348 -0.6129 0.094
N -3.0860 -0.0761 -0.4962 -0.601
C -2.5952 -1.2382 -1.0327 0.667
O -2.0176 -1.2853 -2.1047 -0.609
C -2.8926 -2.4839 -0.2936 0.036
C -3.4120 -2.7340 0.9464 -0.244
C -3.4348 -4.1550 1.0890 -0.181
C -3.8365 -5.0358 2.0950 0.438
F -4.3372 -4.5206 3.2348 -0.323
C -3.7332 -6.3895 1.9395 -0.320
C -3.2090 -6.9077 0.7385 -0.179
C -2.7955 -6.0922 -0.2880 -0.261
C -2.9157 -4.7111 -0.0968 0.175
N -2.5930 -3.6681 -0.9185 -0.494
C -2.2692 1.8286 -1.9769 -0.079
O -1.4825 2.9877 -1.6316 -0.542
C -0.8252 1.2756 -0.1863 -0.435
H 3.1817 3.7555 -1.4477 0.199
H 5.3368 1.6522 -1.9424 0.219
H 5.7268 3.3252 -1.5535 0.222
H 7.4120 1.3728 -0.7004 0.212
H 6.9332 2.5998 0.4742 0.198
H 5.6282 -0.1269 0.0689 0.196
H 6.2845 0.4947 1.5796 0.213
H 4.4691 2.0837 1.8180 0.237
H 3.5940 0.7924 1.0525 0.248
H 0.9920 4.1955 -1.2192 0.399
H -0.2746 3.7336 1.4082 0.239
H -0.8941 4.8282 0.1571 0.212
H -2.5877 2.0792 1.3596 0.211
H -3.4605 2.9763 0.0554 0.213
H -3.5063 -0.1916 0.4141 0.391
H -3.7309 -2.0155 1.6829 0.226
H -4.0542 -7.0438 2.7376 0.231
H -3.1316 -7.9811 0.6281 0.218
H -2.3936 -6.5016 -1.2048 0.221
H -2.1737 -3.7013 -1.8327 0.438
H -1.7681 1.2336 -2.7377 0.206
H -3.2600 2.1302 -2.3233 0.181
H -0.0577 0.9443 -0.8836 0.223
H -0.6325 0.9253 0.8258 0.225
```

## Properties
Charge: 0
E_HOMO in eV: -8.412
Energy relative to the best compared isomer or geometry (same formula, charge and spin) in kJ/mol: 194.0

=====

4.
Below is C22H24FN3O3 as an isolated structure, with properties calculated with ωB97M-V with the def2-TZVPD basis set.

```
53
Properties=species:S:1:pos:R:3:nbo_charge:R:1
O 0.6131 -0.1856 -2.3050 -0.644
C -0.2307 0.6188 -2.6707 0.657
C -0.9467 0.5620 -3.9716 -0.341
C -0.6466 -0.2717 -4.9654 0.132
C -1.3513 -0.3013 -6.2927 -0.445
C -0.2024 -0.4406 -7.3045 -0.399
C 0.9454 -1.1448 -6.5323 -0.401
C 0.4728 -1.2675 -5.0673 -0.465
N -0.6091 1.6650 -1.8829 -0.608
C -0.0153 1.8974 -0.5864 -0.242
C -1.0302 2.4843 0.3409 0.265
C -0.7588 2.8281 1.8182 -0.418
C -2.2990 2.9494 1.8195 0.103
N -3.0377 2.9347 3.0537 -0.648
C -4.4195 3.1953 2.9735 0.675
O -5.2182 2.3493 2.6416 -0.548
C -4.8784 4.5302 3.3974 0.013
C -4.1898 5.6577 3.7533 -0.234
C -5.1745 6.6460 4.0556 -0.181
C -5.1346 7.9799 4.4693 0.440
F -3.9302 8.5530 4.6574 -0.322
C -6.2783 8.6954 4.6809 -0.320
C -7.5269 8.0726 4.4757 -0.174
C -7.6326 6.7649 4.0682 -0.262
C -6.4406 6.0596 3.8612 0.178
N -6.2297 4.7698 3.4611 -0.497
C -2.4723 4.1237 0.8422 -0.095
O -1.5440 3.7325 -0.1844 -0.544
C -2.3101 1.7700 0.8126 -0.420
H -1.7686 1.2584 -4.1075 0.198
H -1.9764 -1.2007 -6.3189 0.214
H -1.9991 0.5570 -6.4656 0.216
H -0.5062 -0.9847 -8.1977 0.209
H 0.1204 0.5502 -7.6266 0.203
H 1.1924 -2.1176 -6.9555 0.207
H 1.8509 -0.5400 -6.5796 0.207
H 1.2493 -1.1239 -4.3242 0.259
H 0.0413 -2.2595 -4.8951 0.219
H -1.2673 2.3446 -2.2245 0.405
H 0.3377 0.9429 -0.1982 0.241
H 0.8482 2.5678 -0.6559 0.201
H -0.4075 1.9789 2.4008 0.222
H -0.1773 3.7305 2.0119 0.209
H -2.5860 3.4809 3.7751 0.385
H -3.1203 5.7782 3.7853 0.231
H -6.2121 9.7254 5.0011 0.232
H -8.4263 8.6491 4.6466 0.219
H -8.5968 6.3000 3.9145 0.222
H -6.9174 4.0714 3.2346 0.436
H -3.4827 4.1956 0.4312 0.186
H -2.1793 5.0883 1.2644 0.182
H -3.1365 1.7142 0.1058 0.215
H -2.1252 0.8138 1.2963 0.224
```

## Properties
Charge: 0
E_HOMO in eV: -8.628
Energy relative to the best compared isomer or geometry (same formula, charge and spin) in kJ/mol: 252.4

=====

- What is the formula in the fourth record?
  C22H24FN3O3